110
Properties=species:S:1:pos:R:3:forces:R:3 method="wB97M-V/def2-TZVPD" homo_energy_ev=-3.32 lumo_energy_ev=1.7918 total_charge=-1 homo_lumo_gap_ev=5.1 de_lowest_kj_mol=369.1
W -0.3883 0.4996 -0.4838 -0.2 -0.2 -0.5
Cl 1.8478 6.9463 0.7012 0.0 0.0 0.0
C 1.7728 5.3169 0.0927 0.0 0.0 0.0
C 0.8728 4.4384 0.6724 0.0 0.0 0.0
C 0.7848 3.1140 0.2438 -0.1 0.0 0.0
N -0.1395 2.1694 0.7466 0.1 0.1 0.2
C -0.6894 2.3936 2.0084 0.0 -0.1 -0.1
O -0.1522 3.1348 2.8301 0.0 0.1 0.0
C -1.9365 1.6760 2.3890 -0.1 0.0 0.1
C -2.2545 1.6085 3.7042 0.0 0.0 0.0
C -3.1148 0.6284 4.2987 0.0 0.0 0.0
C -3.1978 -0.6854 3.8909 0.0 0.0 0.0
C -2.6708 -1.4334 2.8233 0.0 0.0 0.0
N -2.6954 0.8975 1.4679 0.1 0.2 -0.2
C 1.6191 2.7074 -0.8221 0.0 0.0 0.0
C 2.5120 3.6020 -1.4023 0.0 0.0 0.0
C 2.5965 4.9018 -0.9383 0.0 0.0 0.0
Cl 3.7680 5.9709 -1.6573 0.0 0.0 0.0
N 1.4143 1.3957 -1.2597 0.0 0.0 0.0
C 2.1053 0.8185 -2.2442 0.0 0.0 0.0
O 3.1548 1.1806 -2.7840 0.0 0.0 0.0
C 1.4396 -0.4382 -2.7740 0.0 0.0 0.0
C 2.0193 -1.1457 -3.8170 0.0 0.0 0.0
C 1.3559 -2.2458 -4.3265 0.0 0.0 0.0
C 0.1237 -2.6016 -3.7917 0.0 0.0 0.0
C -0.3878 -1.8430 -2.7544 0.0 0.0 0.0
N 0.2664 -0.8009 -2.2551 -0.1 0.1 0.1
H 0.2522 4.7884 1.4783 0.0 0.0 0.0
H -1.7681 2.3294 4.3536 0.0 0.0 0.0
H -3.5781 0.8751 5.2476 0.0 0.0 0.0
H -3.8065 -1.3234 4.5333 0.0 0.0 0.0
H -2.5022 -2.4811 3.0860 0.0 0.0 0.0
H 3.1540 3.2693 -2.2013 0.0 0.0 0.0
H 2.9719 -0.8020 -4.1934 0.0 0.0 0.0
H 1.7851 -2.8169 -5.1401 0.0 0.0 0.0
H -0.4370 -3.4407 -4.1826 0.0 0.0 0.0
H -1.3512 -2.0387 -2.2972 0.0 0.0 0.0
N -3.8747 2.1667 -0.2716 0.0 -0.1 0.0
C -3.9570 1.4097 0.9568 -0.1 0.0 0.1
C -5.0366 0.3226 0.8686 0.0 0.0 0.0
C -5.0342 -0.5891 -0.3788 0.0 0.0 0.0
C -5.1827 -2.0624 0.0052 0.0 0.0 0.0
N -3.9667 -2.5819 0.6128 0.0 0.0 0.0
C -3.0055 -3.1964 -0.0270 0.1 0.0 0.1
N -1.8211 -3.4137 0.5829 -0.1 0.0 -0.1
N -3.1970 -3.7291 -1.2668 0.0 0.0 0.0
C -1.8551 -0.1005 0.9501 -0.1 -0.3 0.0
O -1.5437 -1.0214 2.0078 0.0 0.1 0.0
O -2.0288 -0.7089 -0.2262 0.1 0.1 0.1
H -3.7943 3.1639 -0.1947 0.0 0.0 0.0
H -4.4080 1.8566 -1.0633 0.0 0.0 0.0
H -4.2709 2.0728 1.7678 0.0 0.0 0.0
H -6.0047 0.8276 0.9260 0.0 0.0 0.0
H -4.9330 -0.2779 1.7747 0.0 0.0 0.0
H -4.1075 -0.4632 -0.9411 0.0 0.0 0.0
H -5.8640 -0.3271 -1.0417 0.0 0.0 0.0
H -5.4863 -2.6833 -0.8414 0.0 0.0 0.0
H -5.9782 -2.1660 0.7478 0.0 0.0 0.0
H -3.6627 -2.1040 1.5461 0.0 0.0 0.0
H -1.5302 -2.6301 1.1970 0.0 0.0 0.0
H -1.0700 -3.6861 -0.0322 0.0 0.0 0.0
H -3.9290 -3.3427 -1.8355 0.0 0.0 0.0
H -2.3746 -4.0165 -1.7676 0.0 0.0 0.0
N 0.8399 -0.8276 0.3797 0.1 -0.1 0.0
P 2.2484 -0.9829 0.9919 -0.1 0.0 0.2
C 2.2055 -1.7642 2.6400 0.1 0.0 0.0
C 1.0746 -1.5435 3.4218 0.0 0.0 0.0
C 1.0047 -2.0631 4.7077 0.0 0.0 0.0
C 2.0570 -2.8109 5.2152 0.0 0.0 0.0
C 3.1859 -3.0372 4.4376 0.0 0.0 0.0
C 3.2619 -2.5129 3.1557 0.0 0.0 0.0
C 3.3514 -2.0787 0.0258 -0.1 0.0 0.0
C 4.7415 -2.0967 0.1111 0.0 -0.1 0.0
C 5.4815 -2.9879 -0.6542 0.0 0.0 0.0
C 4.8399 -3.8734 -1.5087 0.0 0.0 0.0
C 3.4547 -3.8661 -1.5966 0.0 0.0 0.0
C 2.7186 -2.9703 -0.8364 0.0 0.0 0.0
C 3.1644 0.5579 1.2710 0.1 0.0 -0.1
C 4.1384 1.0288 0.3924 0.0 0.0 0.0
C 4.6750 2.2963 0.5604 0.0 0.0 0.0
C 4.2168 3.1181 1.5808 0.0 0.0 0.0
C 3.2250 2.6670 2.4410 0.1 0.0 0.0
C 2.7114 1.3883 2.2952 -0.1 0.0 0.0
H 0.2444 -0.9846 3.0066 0.0 0.0 0.0
H 0.1198 -1.8807 5.3052 0.0 0.0 0.0
H 2.0000 -3.2195 6.2169 0.0 0.0 0.0
H 4.0078 -3.6237 4.8301 0.0 0.0 0.0
H 4.1448 -2.6963 2.5568 0.0 0.0 0.0
H 5.2514 -1.4089 0.7746 0.0 0.0 0.0
H 6.5623 -2.9849 -0.5869 0.0 0.0 0.0
H 5.4198 -4.5634 -2.1092 0.0 0.0 0.0
H 2.9484 -4.5498 -2.2674 0.0 0.0 0.0
H 1.6375 -2.9310 -0.9128 0.0 0.0 0.0
H 4.4499 0.4379 -0.4595 0.0 0.0 0.0
H 5.4144 2.6602 -0.1423 0.0 0.0 0.0
H 4.6057 4.1243 1.6810 0.0 0.0 0.0
H 2.8201 3.3194 3.2027 0.0 0.0 0.0
H 1.9171 1.0574 2.9547 0.0 0.0 0.0
N -1.2501 1.4094 -1.7795 0.1 0.0 0.1
C -1.4958 1.8044 -3.0557 0.0 0.0 0.0
C -0.8415 2.9145 -3.6189 0.0 0.0 0.0
C -1.0951 3.2940 -4.9256 0.0 0.0 0.0
C -2.0035 2.5917 -5.7113 0.0 0.0 0.0
C -2.6614 1.4962 -5.1651 0.0 0.0 0.0
C -2.4148 1.1055 -3.8593 0.0 0.0 0.0
H -0.1339 3.4602 -3.0059 0.0 0.0 0.0
H -0.5740 4.1499 -5.3387 0.0 0.0 0.0
H -2.1965 2.8953 -6.7324 0.0 0.0 0.0
H -3.3755 0.9416 -5.7641 0.0 0.0 0.0
H -2.9279 0.2549 -3.4234 0.0 0.0 0.0

***

76
Properties=species:S:1:pos:R:3:forces:R:3 method="wB97M-V/def2-TZVPD" homo_energy_ev="-7.34 / -7.65" s_squared=6.035 multiplicity=5 lumo_energy_ev="-0.3378 / -1.4275" total_charge=0 homo_lumo_gap_ev="7.0 / 6.2"
Ru 0.0296 0.1890 0.0723 -1.2 1.4 0.6
N -1.1758 1.3545 2.0351 0.0 0.0 -0.1
C -2.2329 0.5245 2.5885 0.2 -0.4 0.0
C -2.4635 0.9035 4.0645 -0.2 -0.3 -0.1
C -3.5418 0.1513 4.8456 0.0 0.2 -0.1
C -4.9183 0.2319 4.1861 -0.1 0.1 0.4
N -4.9382 -0.6549 3.0453 0.3 -0.2 -0.1
C -5.3750 -0.3765 1.8321 -0.4 -0.5 0.1
N -5.0481 -1.2318 0.8582 0.0 0.0 -0.2
N -6.2418 0.6154 1.5709 -0.1 0.2 0.1
C -1.8589 -0.9771 2.3323 -0.7 1.1 0.2
O -2.6629 -1.8519 2.7060 -0.1 -0.5 0.1
O -0.7953 -1.2046 1.7286 1.2 -0.2 -0.7
H -0.4267 1.4784 2.7112 0.0 0.0 -0.1
H -1.5164 2.2699 1.7491 0.0 -0.2 -0.1
H -3.1330 0.7281 1.9954 0.3 0.0 0.0
H -2.7160 1.9688 4.0697 0.1 0.0 0.0
H -1.5120 0.7853 4.5901 0.0 0.1 0.0
H -3.6023 0.5932 5.8417 -0.1 -0.1 0.0
H -3.2587 -0.8952 4.9562 0.0 0.0 0.1
H -5.1120 1.2692 3.8893 0.0 0.0 0.0
H -5.6912 -0.0754 4.8989 0.0 0.1 -0.1
H -4.1198 -1.3283 3.0442 -0.3 0.3 -0.1
H -4.2721 -1.8592 1.0235 0.1 0.1 0.0
H -5.2370 -0.9799 -0.0969 0.1 0.1 0.0
H -6.3390 1.3351 2.2697 0.0 -0.1 0.0
H -6.2438 0.9704 0.6228 0.1 0.0 0.0
S -4.0307 2.0088 -0.1990 0.2 0.2 -0.2
Sb -2.3759 1.6107 -1.7404 0.1 -0.1 0.4
S -0.2105 2.3558 -0.6872 0.0 -0.4 0.0
S -1.7663 -0.6992 -1.1152 0.2 0.0 -0.1
C 1.7259 0.4559 1.3069 0.0 -0.7 -0.5
Si 3.1407 -0.3818 0.3768 0.1 0.3 -0.2
C 3.0288 0.3509 -1.4099 0.3 -0.2 0.6
N 1.7190 0.0368 -1.9927 -0.1 -0.2 0.2
C 1.5902 -1.3749 -2.4185 -0.3 -0.6 -0.2
C 1.5313 -1.5758 -3.9357 0.2 0.1 0.1
C 2.6040 -0.7330 -4.6121 -0.1 -0.1 -0.1
C 2.3482 0.7532 -4.3203 0.0 -0.1 0.2
C 1.4110 0.9206 -3.1147 -0.1 0.4 -0.2
C 2.9292 -2.2684 0.2598 0.0 0.6 0.3
C 1.6610 -2.8189 0.4289 0.0 0.3 0.1
C 1.4470 -4.1792 0.3004 -0.2 -0.1 0.0
C 2.5038 -5.0201 -0.0042 0.0 0.0 0.0
C 3.7697 -4.4917 -0.1919 0.1 0.0 -0.1
C 3.9753 -3.1289 -0.0654 0.1 0.2 0.0
C 4.7520 0.0857 1.2583 -0.4 -0.3 -0.3
C 5.4803 -0.8470 1.9881 0.0 -0.1 -0.1
C 6.5755 -0.4715 2.7451 0.1 0.0 0.1
C 6.9549 0.8582 2.8046 0.0 -0.1 0.0
C 6.2370 1.8025 2.0905 0.1 0.1 0.0
C 5.1519 1.4167 1.3264 -0.1 0.1 -0.1
H 1.9383 1.5137 1.4868 0.1 -0.1 -0.1
H 1.5426 -0.0439 2.2640 -0.1 0.0 -0.1
H 3.8495 0.0376 -2.0687 0.1 0.0 0.1
H 3.0928 1.4397 -1.3279 0.0 0.0 0.1
H 0.6866 -1.8090 -1.9668 0.3 0.0 -0.1
H 2.4450 -1.9301 -2.0332 -0.1 0.0 -0.1
H 0.5493 -1.3130 -4.3307 -0.1 0.0 0.0
H 1.6858 -2.6351 -4.1398 0.0 -0.1 0.0
H 2.6063 -0.9235 -5.6859 0.1 0.0 0.0
H 3.5808 -1.0399 -4.2275 0.0 0.0 0.0
H 1.8732 1.2471 -5.1714 0.0 0.0 0.0
H 3.2917 1.2677 -4.1348 0.0 0.1 0.0
H 0.3839 0.7049 -3.4254 0.0 0.1 0.1
H 1.4399 1.9548 -2.7630 -0.1 -0.2 0.0
H 0.8183 -2.1672 0.6556 0.1 -0.3 0.1
H 0.4525 -4.5788 0.4328 -0.1 0.0 0.0
H 2.3416 -6.0831 -0.1032 0.0 -0.1 0.0
H 4.5977 -5.1394 -0.4464 0.0 0.0 0.0
H 4.9636 -2.7235 -0.2366 0.1 0.0 0.0
H 5.1783 -1.8823 1.9687 0.0 -0.2 0.1
H 7.1278 -1.2147 3.3014 0.0 -0.1 0.1
H 7.7926 1.1568 3.4163 0.1 0.0 0.0
H 6.5215 2.8422 2.1416 0.0 0.1 0.0
H 4.5974 2.1652 0.7802 -0.1 0.2 -0.1

***

16
Properties=species:S:1:pos:R:3:forces:R:3 method="wB97M-V/def2-TZVPD" homo_energy_ev=-8.42 smiles="C=CN.NCO" lumo_energy_ev=0.8158 total_charge=0 homo_lumo_gap_ev=9.2 de_lowest_kj_mol=303.8
C 2.0724 0.3561 1.5780 0.2 -2.3 -1.3
C 1.9827 -1.0398 1.5072 -0.6 1.8 0.0
N 1.1985 -1.7026 0.4898 0.3 -0.7 0.5
H 2.3825 1.0593 2.3608 0.6 -1.1 -0.1
H 1.9513 0.8451 0.5893 -0.9 -0.1 0.8
H 2.5445 -1.7974 2.1071 -1.0 1.1 0.3
H 0.2931 -2.1483 0.7411 1.4 0.5 0.3
H 1.0430 -1.1961 -0.3497 0.0 0.8 -0.5
N -2.3215 0.1736 -0.5985 -1.0 0.6 1.0
C -1.2713 0.9717 -1.1726 2.6 1.1 3.1
O -1.0411 0.7947 -2.4997 -0.3 0.3 -1.5
H -3.2447 0.6023 -0.8699 1.1 -0.6 0.9
H -2.1497 0.2520 0.4576 -0.9 -0.3 -2.1
H -0.3171 0.5573 -0.6939 -1.1 1.1 0.1
H -1.3965 2.0815 -0.9176 0.3 -1.2 -0.5
H -1.7260 0.1904 -2.7291 -0.7 -1.0 -1.1

***

12
Properties=species:S:1:pos:R:3:forces:R:3 method="wB97M-V/def2-TZVPD" homo_energy_ev=-9.20 smiles="N#CC=O.CN" lumo_energy_ev=-1.0953 total_charge=0 homo_lumo_gap_ev=8.1 de_lowest_kj_mol=229.4
N -1.8996 -0.8724 -1.4430 0.0 0.6 0.9
C -1.8677 -0.2071 -0.4971 0.0 -0.6 -0.9
C -1.8611 0.6276 0.7208 0.3 0.4 0.1
O -1.1438 1.5866 0.8347 -0.4 -0.5 -0.1
H -2.5655 0.3040 1.5024 0.1 0.0 -0.1
C 1.5436 -0.5711 0.2190 0.1 -0.2 0.2
N 1.3293 0.4326 -0.8126 -0.2 0.0 0.0
H 0.6287 -1.0050 0.6652 0.1 0.1 -0.1
H 2.1323 -0.1353 1.0327 -0.1 -0.1 -0.1
H 2.1248 -1.4003 -0.1969 -0.1 0.1 0.1
H 0.7811 1.2040 -0.4434 0.1 -0.1 -0.1
H 0.7981 0.0363 -1.5818 0.1 0.1 0.1

***

20
Properties=species:S:1:pos:R:3:forces:R:3 method="wB97M-V/def2-TZVPD" homo_energy_ev=-9.64 lumo_energy_ev=0.5799 total_charge=0 homo_lumo_gap_ev=10.2 de_lowest_kj_mol=158.9
O 1.6507 -2.5684 -2.1229 0.8 0.7 -1.9
O 2.9919 -0.9171 -0.6834 -1.5 -0.1 -1.9
C -0.1882 -1.0074 -0.0042 0.5 -2.6 3.2
C 0.7377 -1.9600 0.1232 0.3 -0.2 0.1
C -1.0548 -0.5187 1.1365 -1.9 -1.7 -1.0
C -1.5209 0.8172 0.6935 -1.1 0.9 0.4
C -0.4327 1.8073 0.4267 0.3 -1.3 -1.0
C 0.6213 1.1434 -0.5394 0.7 2.1 -1.4
C 0.2315 -0.2381 -1.1423 0.9 2.4 -1.2
S 1.7286 -1.4396 -1.2400 -0.2 -1.4 4.0
H 0.9332 -2.7713 0.8279 -0.1 0.5 -0.1
H -0.5798 -0.5436 2.1094 0.6 0.2 0.0
H -1.9727 -1.1821 1.3052 1.1 0.7 -0.5
H -2.1997 1.2092 1.4102 -0.7 0.6 0.8
H -2.1235 0.7275 -0.1885 -0.4 -0.4 -0.7
H -0.0272 2.0389 1.3848 0.8 0.5 0.5
H -0.8654 2.6922 -0.0252 0.1 0.2 0.0
H 1.6162 1.1165 -0.0721 -0.4 -0.7 0.2
H 0.8326 1.8995 -1.3330 -0.4 -0.6 0.2
H -0.3789 -0.3053 -2.0665 0.4 0.4 0.5

***

12
Properties=species:S:1:pos:R:3:forces:R:3 method="wB97M-V/def2-TZVPD" homo_energy_ev="-0.58 / -3.01" s_squared=0.754 multiplicity=2 lumo_energy_ev="2.5095 / 2.5094" total_charge=-1 homo_lumo_gap_ev="3.1 / 5.5" de_lowest_kj_mol=49.5
C 3.1890 -1.7380 5.3587 0.7 0.1 0.2
H 3.1577 -1.8170 6.4445 -0.6 -0.1 0.0
H 4.1573 -2.1706 5.1035 -0.1 0.0 -0.4
H 2.3833 -2.2362 4.8334 -0.1 -0.2 0.2
H 3.1754 -0.6888 5.0871 0.1 0.2 0.0
C -2.0358 -0.0042 -3.6954 -0.2 1.7 1.2
S -1.6351 1.7514 -4.3021 1.9 -2.0 0.0
S -3.1487 3.3699 -4.6009 -1.5 2.0 -0.2
H -2.2874 0.1517 -2.6376 -0.1 -0.3 -0.1
H -2.9424 -0.2692 -4.2206 0.2 -0.7 -0.2
H -1.1783 -0.6687 -3.6951 -0.1 -0.3 -0.6
H -2.8350 4.3199 -3.6756 -0.2 -0.3 -0.1

***

23
Properties=species:S:1:pos:R:3:forces:R:3 method="wB97M-V/def2-TZVPD" homo_energy_ev="-16.50 / -16.01" lumo_energy_ev="-9.8936 / -10.0352" total_charge=+2 homo_lumo_gap_ev="6.6 / 6.0" de_lowest_kj_mol=0.0
C 3.8092 1.4806 0.0779 1.0 0.5 -0.8
C 2.5616 1.4168 -0.5192 -1.0 2.0 -1.5
C 4.2423 0.2760 0.5614 -2.8 -2.8 0.5
C 1.8691 0.1681 -0.3778 2.2 0.3 1.3
C 0.6143 -0.2646 -0.4127 -1.7 1.9 0.2
C -1.4134 -1.6625 -0.0624 0.8 1.8 0.5
C -3.7491 1.1199 0.3925 1.4 -1.6 -0.7
N -2.0964 -0.9071 0.6504 -1.2 1.5 0.7
N -1.1229 1.3659 -0.0585 1.6 -0.3 -1.6
N -0.0971 -1.2736 -0.6726 -1.1 0.1 0.9
N -1.6675 -2.9143 -0.3078 -0.5 -2.6 -0.2
S 2.9766 -0.9397 0.5189 1.0 0.9 -0.4
S -2.1243 0.7110 1.0154 0.7 -1.0 0.8
H 4.5698 2.2728 0.0812 -0.9 0.2 -0.3
H 2.1582 2.2719 -1.1893 0.5 -1.5 1.5
H 5.1357 -0.1161 0.9964 0.7 0.5 0.2
H -3.8688 2.1335 0.6428 -0.5 1.3 0.4
H -4.3475 0.4194 0.9873 -0.5 0.3 -0.6
H -3.6211 0.9827 -0.7001 -0.8 -0.1 0.6
H -0.7520 2.3074 0.1746 -0.2 -0.9 0.4
H 0.2366 -1.9052 -1.3578 0.5 -0.8 -1.1
H -2.4369 -3.4741 0.1083 0.6 1.2 -0.3
H -0.8764 -3.4688 -0.5489 0.3 -0.7 -0.3

***

92
Properties=species:S:1:pos:R:3:forces:R:3 method="wB97M-V/def2-TZVPD" homo_energy_ev=-10.67 lumo_energy_ev=-4.4638 total_charge=+1 homo_lumo_gap_ev=6.2 de_lowest_kj_mol=211.7
Rh 0.1243 0.4293 0.0736 0.1 0.8 -0.5
N 1.3164 1.7109 1.6663 -0.4 -1.0 -1.3
C 0.6796 2.9553 1.9599 -0.3 0.4 0.2
C 0.3741 3.2858 3.2725 0.1 -0.2 0.0
C -0.1992 4.5105 3.5703 0.0 0.0 0.0
C -0.4563 5.4180 2.5550 0.0 0.0 0.0
C -0.1750 5.0737 1.2426 0.0 0.0 0.1
C 0.3779 3.8359 0.9266 0.1 -0.2 0.0
C 0.5368 3.4515 -0.4943 -0.1 -0.1 0.2
C 1.1629 4.3292 -1.3812 -0.3 0.1 -0.1
C 1.1568 4.0914 -2.7452 0.1 0.0 -0.1
C 0.4883 2.9870 -3.2483 -0.3 0.2 0.0
C -0.1297 2.1033 -2.3744 -0.1 0.1 0.0
C -0.0525 2.2879 -0.9969 1.0 -1.6 -0.2
H 1.5432 1.2196 2.5218 0.1 -0.1 -0.1
H 2.1619 1.8429 1.1187 0.1 0.1 0.1
H 0.5920 2.5835 4.0700 0.0 0.0 0.0
H -0.4299 4.7563 4.5977 0.0 0.0 0.0
H -0.8826 6.3840 2.7876 0.0 0.0 0.0
H -0.4017 5.7626 0.4392 0.0 0.0 0.0
H 1.6547 5.2088 -0.9847 -0.1 0.0 0.0
H 1.6374 4.7878 -3.4198 0.1 0.0 0.0
H 0.4564 2.8037 -4.3141 -0.1 0.0 0.0
H -0.6785 1.2673 -2.7871 0.2 -0.1 0.0
C -2.4780 -2.0046 0.8869 0.1 0.0 -0.1
C -1.9241 -2.5243 -0.4269 0.2 0.1 0.1
As -1.3803 -0.9892 -1.5312 -0.1 0.1 1.1
C -1.0313 -1.8445 -3.2256 0.5 0.4 -0.1
C -1.3148 -1.1884 -4.4209 -0.1 0.1 0.2
C -1.0484 -1.8076 -5.6307 0.0 0.0 -0.1
C -0.4694 -3.0691 -5.6534 0.0 0.0 0.1
C -0.1484 -3.7072 -4.4632 0.0 0.0 -0.1
C -0.4202 -3.0942 -3.2513 -0.1 0.0 0.2
C -3.1053 -0.1243 -1.7214 0.2 0.3 0.0
C -3.3767 0.9527 -0.8803 0.2 -0.1 0.0
C -4.6215 1.5617 -0.9027 0.0 0.0 0.0
C -5.5955 1.1041 -1.7790 0.0 0.0 0.0
C -5.3190 0.0500 -2.6389 0.0 0.0 0.0
C -4.0788 -0.5688 -2.6099 0.1 -0.2 0.0
As -1.0755 -1.0200 1.8609 -0.9 -0.3 0.5
C 0.1379 -2.4899 2.2339 0.2 0.1 -0.1
C -0.3249 -3.6781 2.7973 -0.2 0.1 0.0
C 0.5508 -4.7254 3.0200 0.0 -0.1 0.0
C 1.8929 -4.5970 2.6836 0.1 0.0 0.0
C 2.3633 -3.4182 2.1286 0.0 0.0 0.0
C 1.4828 -2.3691 1.9022 -0.1 0.2 0.0
C -2.0434 -0.8799 3.5532 0.1 0.1 0.0
C -1.5036 -1.3803 4.7328 0.1 0.0 -0.1
C -2.2866 -1.4613 5.8752 0.0 0.0 0.0
C -3.6020 -1.0223 5.8499 0.0 0.0 0.0
C -4.1272 -0.4737 4.6882 0.0 0.0 0.0
C -3.3492 -0.3974 3.5441 0.1 0.0 -0.1
H -2.8288 -2.8111 1.5321 0.1 0.0 0.0
H -3.3200 -1.3347 0.7033 0.0 0.0 0.1
H -2.6611 -3.1040 -0.9852 0.0 0.1 -0.1
H -1.0510 -3.1571 -0.2487 0.0 0.0 -0.1
H -1.7605 -0.2000 -4.3987 0.0 0.0 -0.1
H -1.2892 -1.3043 -6.5574 0.0 0.0 0.0
H -0.2532 -3.5485 -6.5985 0.0 0.0 0.0
H 0.3188 -4.6825 -4.4779 0.0 0.0 0.0
H -0.1558 -3.5931 -2.3273 0.0 0.0 0.0
H -2.5955 1.3154 -0.2165 -0.1 0.1 0.0
H -4.8265 2.3948 -0.2435 0.0 0.0 0.0
H -6.5746 1.5636 -1.7918 0.0 0.1 0.0
H -6.0732 -0.2980 -3.3319 0.0 0.0 0.0
H -3.8671 -1.3998 -3.2722 -0.1 0.0 0.0
H -1.3689 -3.7774 3.0724 0.0 0.0 0.0
H 0.1904 -5.6458 3.4603 0.0 0.0 0.0
H 2.5746 -5.4196 2.8534 0.0 0.0 0.0
H 3.4046 -3.3096 1.8664 0.1 0.0 0.0
H 1.8479 -1.4492 1.4581 0.1 -0.1 0.0
H -0.4779 -1.7271 4.7557 0.0 -0.1 0.0
H -1.8697 -1.8812 6.7809 0.0 0.0 0.0
H -4.2185 -1.1065 6.7347 0.0 0.0 0.0
H -5.1479 -0.1155 4.6680 0.0 0.0 0.0
H -3.7646 0.0334 2.6395 -0.1 0.0 0.0
O 5.7200 -1.6185 1.1634 -0.1 0.1 0.0
S 5.4282 -1.6579 -0.2371 0.3 0.2 -0.1
O 5.9670 -2.7056 -1.0412 0.0 0.1 -0.1
N 3.7527 -1.6520 -0.4139 -0.1 -0.1 0.0
C 3.3703 -0.5788 -0.9914 0.3 0.6 0.7
S 1.7321 -0.2845 -1.4790 -1.1 -0.1 -0.6
C 4.4126 0.4167 -1.3428 0.3 0.0 0.0
C 4.2579 1.6511 -1.9517 0.0 0.0 0.0
C 5.4024 2.3904 -2.2263 0.0 0.0 0.0
C 6.6621 1.9038 -1.8970 0.0 0.0 0.0
C 6.8123 0.6695 -1.2720 0.2 -0.2 0.1
C 5.6725 -0.0514 -0.9996 -0.3 -0.2 0.0
H 3.2742 2.0233 -2.2103 0.0 0.0 0.0
H 5.3124 3.3535 -2.7104 0.0 0.0 0.0
H 7.5395 2.4922 -2.1285 0.0 0.0 0.0
H 7.7907 0.2864 -1.0149 0.0 0.0 0.0

***

Number 1: E_tot -4033.03841 a.u., F_max 0.61 eV/A. Number 2: E_tot -3218.96975 a.u., F_max 1.92 eV/A. Number 3: E_tot -304.95892 a.u., F_max 4.18 eV/A. Number 4: E_tot -302.60572 a.u., F_max 1.14 eV/A. Number 5: E_tot -821.28821 a.u., F_max 4.26 eV/A. Number 6: E_tot -877.33333 a.u., F_max 2.79 eV/A. Number 7: E_tot -1287.32517 a.u., F_max 4.00 eV/A. Number 8: E_tot -7375.80371 a.u., F_max 1.93 eV/A.